Formula: C24H38BrF16N2O2
Source: the OMol25 dataset
Level of theory: ωB97M-V/def2-TZVPD

XYZ file:
```
83
Properties=species:S:1:pos:R:3:forces:R:3
C -0.67324 -3.19942 -0.31230 0.0 0.0 -0.2
C -0.11403 -3.09608 -1.73984 0.0 0.0 0.1
C 1.10747 -2.15932 -1.87790 0.0 -0.1 0.1
C 0.94582 -1.08909 -2.97427 0.2 -0.1 0.4
C 0.50068 0.24557 -2.36232 0.3 0.0 -0.1
C -0.06384 1.23198 -3.38736 0.2 -0.2 -0.2
C -1.56471 1.07635 -3.65984 0.0 0.2 -0.1
C -2.40216 0.92586 -2.38733 -0.4 0.1 -0.1
N -3.61453 1.74457 -2.46761 0.2 -0.2 0.2
C -4.49645 1.64169 -1.32561 0.2 0.2 0.0
Br -6.33947 1.30014 -1.89343 -0.1 -0.1 0.0
C -4.06786 0.65329 -0.22513 -0.3 -0.2 0.2
N -3.25240 -0.55386 -0.65167 0.2 0.1 0.1
C -2.75499 -0.53172 -2.08767 0.3 0.0 -0.3
C -3.77569 -1.20101 -2.99311 -0.2 -0.3 0.0
C -3.98366 -2.69263 -2.63368 0.0 0.1 0.2
C -5.20769 -2.95306 -1.72029 0.3 0.2 0.1
H -0.60676 -2.23350 0.20357 0.0 -0.1 0.0
H -1.72205 -3.51745 -0.32126 0.1 -0.1 0.1
H -0.12172 -3.92829 0.28515 0.0 0.1 0.0
H -0.91270 -2.74544 -2.40730 0.2 -0.1 0.0
H 0.14960 -4.09482 -2.09699 -0.1 0.1 0.0
H 2.01646 -2.74384 -2.04064 -0.1 0.0 -0.1
H 1.25835 -1.64713 -0.91874 0.1 0.0 -0.1
H 0.23613 -1.43712 -3.73433 0.1 0.0 0.0
H 1.91206 -0.93435 -3.46393 -0.2 0.0 -0.2
H 1.37404 0.69618 -1.88581 -0.1 -0.1 0.0
H -0.19887 0.04095 -1.53860 0.1 0.2 -0.1
H 0.46518 1.03640 -4.32769 0.0 0.2 0.0
H 0.17410 2.26579 -3.12358 -0.2 -0.1 0.2
H -1.93219 1.96835 -4.17584 0.1 -0.1 0.0
H -1.71865 0.24110 -4.35137 -0.1 0.0 0.2
H -1.81602 1.30570 -1.53801 0.0 0.0 -0.1
H -4.10361 1.58807 -3.33871 0.0 0.1 0.0
H -4.57082 2.60995 -0.82520 -0.2 -0.1 -0.1
H -3.48749 1.17301 0.53613 0.1 0.0 -0.2
H -4.96420 0.27518 0.26583 0.1 0.0 0.0
H -2.42964 -0.59659 -0.04567 0.0 -0.1 0.1
H -3.76875 -1.41777 -0.47288 0.0 0.0 -0.1
H -1.83628 -1.12806 -2.10820 -0.3 0.1 0.2
H -4.74428 -0.69755 -2.93768 0.1 0.1 -0.1
H -3.43725 -1.11279 -4.02803 0.1 0.1 0.1
H -4.08252 -3.26688 -3.55503 0.0 0.0 0.1
H -3.08041 -3.06612 -2.13563 -0.1 0.0 -0.2
H -5.65768 -2.01111 -1.37991 -0.1 -0.1 -0.1
H -4.92823 -3.51713 -0.82568 -0.1 -0.1 -0.1
H -5.98722 -3.50973 -2.23824 0.0 0.1 0.1
C 5.23347 3.87957 1.49720 0.3 0.3 -0.2
C 5.14365 2.81152 2.59837 -0.2 0.1 0.0
C 5.32450 1.33943 2.20253 0.2 0.1 0.0
F 4.35711 0.93405 1.35259 -0.1 0.0 -0.1
F 5.22911 0.58363 3.32231 0.0 0.0 0.0
F 3.99989 2.95260 3.30351 0.0 0.0 0.0
F 6.18744 3.06420 3.43642 0.0 0.0 0.0
O 4.01896 4.38593 0.97201 -0.3 -0.3 0.4
C 3.36747 3.81868 -0.07894 0.1 0.2 -0.2
C 1.95720 3.36495 0.32412 0.0 -0.2 0.0
F 2.03601 2.45930 1.31486 0.1 0.0 0.3
F 1.36619 2.74229 -0.72526 -0.1 0.2 -0.2
F 4.06187 2.81281 -0.63707 0.0 -0.1 0.0
F 3.19750 4.76693 -1.02940 0.1 0.0 0.0
H 5.67838 4.73970 1.99415 0.0 0.0 0.0
H 5.91726 3.56823 0.70666 -0.1 -0.1 0.0
H 6.30369 1.17837 1.74624 0.0 0.0 0.0
H 1.35237 4.21885 0.63124 0.0 0.0 0.1
C 2.25620 0.23727 4.11538 0.3 0.4 -0.2
C 2.56501 -0.96890 5.01293 -0.2 0.0 0.0
C 2.91535 -2.30053 4.33631 0.1 0.1 0.1
F 1.87943 -2.74848 3.59213 -0.1 0.0 -0.1
F 3.17156 -3.21499 5.29174 0.0 0.0 0.0
F 1.56713 -1.15574 5.90042 0.0 0.0 0.0
F 3.69001 -0.62782 5.70227 0.0 0.0 0.0
O 0.88456 0.54803 3.89404 -0.3 -0.5 0.3
C 0.14895 0.02838 2.88565 0.5 0.3 0.0
C -1.07959 -0.73711 3.39790 0.0 0.1 0.1
F -0.72699 -1.77441 4.16065 0.1 0.0 -0.1
F -1.75422 -1.22393 2.30808 -0.2 0.0 -0.1
F 0.86407 -0.72427 2.03104 0.0 -0.2 0.0
F -0.33557 1.07197 2.15499 -0.3 0.0 -0.2
H 2.62652 1.09479 4.67344 0.0 0.0 0.0
H 2.81422 0.19299 3.18047 -0.1 -0.1 0.0
H 3.79737 -2.18853 3.70061 0.0 0.0 0.0
H -1.73786 -0.06800 3.95402 0.0 0.0 0.0
```
Forces are in eV/Å.

Maximum force in eV/A: 0.69
Total charge: +1
LUMO level in eV: -2.29
Gap between HOMO and LUMO in eV: 10.27